{
  "formula": "C3H10OSb",
  "method": "ωB97M-V with the def2-TZVPD basis set",
  "total_charge": -1,
  "e_lumo_ev": 4.025,
  "spin_multiplicity": 1,
  "energy_ha": -435.4437,
  "orbital_gap_ev": 7.651,
  "homo_energy_ha": -0.1333,
  "e_above_lowest_kcal_mol": 82.0,
  "largest_force_ev_per_a": 6.5,
  "species": ["Sb", "C", "C", "C", "O", "H", "H", "H", "H", "H", "H", "H", "H", "H", "H"],
  "positions_angstrom": [[1.757, -0.010, 0.051], [-0.168, -1.070, 0.376], [-1.302, -0.119, -0.618], [-2.257, 1.012, 0.289], [-2.820, -0.391, -0.359], [2.603, -1.561, -0.120], [2.058, 0.060, 1.772], [0.882, 1.528, 0.215], [1.431, -0.100, -1.672], [3.257, 0.865, -0.322], [-0.175, -2.147, -0.087], [-0.582, -1.020, 1.469], [-0.919, 0.230, -1.761], [-2.111, 1.854, -0.515], [-1.654, 0.869, 1.282]]
}